Formula: C28H83N5O15
Source: the OMol25 dataset
Level of theory: wB97M-V/def2-TZVPD

XYZ file:
```
131
C28H83N5O15, DFT wB97M-V/def2-TZVPD
C -20.146 8.340 -14.273
O -20.781 7.410 -15.229
C -20.682 7.904 -16.547
C -20.768 6.842 -17.591
C -19.647 5.796 -17.489
N -20.592 7.520 -18.938
H -20.271 9.360 -14.635
H -19.078 8.150 -14.160
H -20.639 8.184 -13.314
H -21.516 8.581 -16.734
H -19.743 8.450 -16.641
H -21.732 6.332 -17.623
H -19.726 4.996 -18.226
H -19.646 5.266 -16.537
H -18.667 6.268 -17.554
H -20.762 6.822 -19.647
H -21.352 8.140 -19.178
C -26.016 16.153 -16.428
O -24.847 15.225 -16.491
C -23.610 15.948 -16.473
C -22.379 15.052 -16.856
C -22.076 14.056 -15.723
N -21.147 15.816 -17.169
H -26.963 15.613 -16.426
H -26.158 16.886 -17.223
H -25.935 16.706 -15.493
H -23.776 16.667 -17.276
H -23.440 16.467 -15.529
H -22.556 14.501 -17.780
H -21.200 13.507 -16.071
H -22.892 13.412 -15.395
H -21.612 14.638 -14.928
H -20.628 15.357 -17.904
H -21.216 16.797 -17.396
C -23.763 9.545 -7.984
O -24.411 10.453 -7.171
C -23.559 10.905 -6.048
C -24.280 11.911 -5.162
C -25.578 11.281 -4.668
N -24.700 13.103 -5.973
H -22.798 9.852 -8.389
H -24.440 9.464 -8.835
H -23.682 8.564 -7.516
H -23.174 10.042 -5.504
H -22.655 11.399 -6.403
H -23.591 12.224 -4.377
H -25.415 10.298 -4.225
H -26.368 11.236 -5.419
H -25.926 11.909 -3.848
H -25.085 12.800 -6.856
H -25.368 13.745 -5.572
C -19.811 11.136 -27.425
O -20.130 9.795 -27.097
C -18.898 8.981 -27.235
C -19.066 7.490 -26.831
C -20.223 6.783 -27.658
N -19.435 7.394 -25.432
H -19.287 11.246 -28.375
H -19.243 11.651 -26.651
H -20.619 11.842 -27.616
H -18.602 8.955 -28.283
H -18.115 9.492 -26.676
H -18.091 7.047 -27.034
H -20.217 5.706 -27.493
H -20.073 6.836 -28.737
H -21.144 7.294 -27.378
H -18.638 7.811 -24.972
H -20.124 8.133 -25.432
C -19.361 14.042 -21.640
O -18.535 13.527 -20.565
C -18.506 12.153 -20.461
C -17.038 11.756 -19.949
C -15.858 12.316 -20.793
N -16.813 10.332 -19.968
H -19.377 15.129 -21.716
H -20.396 13.725 -21.519
H -19.085 13.574 -22.585
H -19.116 11.915 -19.589
H -18.684 11.608 -21.388
H -17.030 12.062 -18.903
H -14.933 11.916 -20.378
H -15.731 13.395 -20.880
H -15.734 11.807 -21.748
H -17.689 9.864 -19.780
H -16.601 9.924 -20.867
O -24.853 8.795 -20.178
C -25.752 7.732 -20.268
C -25.947 7.278 -21.812
O -26.762 6.152 -21.891
H -25.116 9.306 -19.409
H -25.502 6.858 -19.668
H -26.713 7.983 -19.819
H -24.901 7.149 -22.091
H -26.405 8.092 -22.374
H -26.259 5.337 -21.824
O -13.466 9.525 -16.071
C -13.897 10.124 -14.861
C -13.053 9.656 -13.665
O -11.831 10.394 -13.634
H -13.984 9.864 -16.805
H -13.737 11.202 -14.878
H -14.979 10.024 -14.769
H -12.982 8.569 -13.704
H -13.502 9.942 -12.713
H -11.539 10.270 -14.540
O -22.693 4.203 -13.693
C -23.649 4.584 -12.711
C -24.779 5.372 -13.362
O -24.495 6.758 -13.468
H -22.173 4.979 -13.918
H -23.964 3.734 -12.105
H -23.059 5.200 -12.033
H -25.595 5.341 -12.640
H -25.161 4.885 -14.258
H -23.678 6.869 -13.960
O -18.184 1.482 -22.826
C -16.914 2.178 -22.574
C -16.266 2.524 -23.907
O -15.663 1.442 -24.657
H -17.976 0.550 -22.921
H -17.184 3.049 -21.977
H -16.305 1.539 -21.935
H -15.489 3.230 -23.615
H -17.028 2.982 -24.537
H -15.023 1.076 -24.042
O -18.838 8.278 -8.640
H -18.733 7.422 -9.054
H -18.701 8.112 -7.707
O -21.233 4.344 -22.842
H -20.930 5.031 -23.436
H -20.618 3.624 -22.974
```

Results
DFT total energy = -2518.66591 Ha
SMILES string = COC[C@H](C)N.COC[C@H](C)N.COC[C@H](C)N.COC[C@H](C)N.COC[C@H](C)N.OCCO.OCCO.OCCO.OCCO.O.O
LUMO = 0.140 eV
spin multiplicity = 1
maximum force = 3.2 eV/Å



Formula: C28H83N7O10
Source: the OMol25 dataset
Level of theory: wB97M-V/def2-TZVPD

XYZ file:
```
128
C28H83N7O10, DFT wB97M-V/def2-TZVPD
C 4.683 4.787 -2.023
O 5.359 3.925 -1.113
C 6.021 2.813 -1.621
C 5.917 1.655 -0.672
C 6.824 0.499 -1.089
N 4.514 1.209 -0.521
H 5.393 5.249 -2.718
H 4.094 5.460 -1.412
H 3.984 4.177 -2.623
H 5.626 2.464 -2.595
H 7.077 3.083 -1.773
H 6.246 2.004 0.320
H 6.346 -0.436 -0.801
H 7.794 0.486 -0.588
H 6.955 0.506 -2.175
H 4.244 1.185 0.476
H 3.892 1.948 -0.865
C 1.897 4.854 -5.247
O 0.509 4.542 -5.253
C -0.167 5.033 -4.114
C 0.396 4.555 -2.792
C 0.263 3.044 -2.713
N -0.346 5.163 -1.633
H 2.398 4.138 -4.572
H 2.145 5.902 -5.095
H 2.267 4.478 -6.208
H -0.142 6.131 -4.246
H -1.230 4.791 -4.207
H 1.442 4.851 -2.711
H 0.880 2.608 -3.505
H -0.757 2.720 -2.922
H 0.589 2.700 -1.733
H -0.594 6.099 -1.990
H -1.268 4.700 -1.616
C -7.101 -2.978 -2.593
O -5.810 -3.541 -2.473
C -5.836 -4.959 -2.442
C -4.508 -5.480 -1.955
C -3.326 -4.914 -2.764
N -4.520 -6.965 -2.003
H -7.681 -3.242 -1.703
H -7.633 -3.354 -3.486
H -7.040 -1.909 -2.787
H -6.651 -5.348 -1.806
H -6.043 -5.406 -3.439
H -4.299 -5.248 -0.903
H -3.464 -5.115 -3.840
H -2.405 -5.410 -2.472
H -3.319 -3.823 -2.746
H -3.682 -7.410 -1.658
H -4.555 -7.224 -2.994
C -0.322 -3.284 4.200
O -1.214 -3.257 5.276
C -1.962 -2.050 5.399
C -3.399 -2.379 5.756
C -4.333 -1.224 5.493
N -3.506 -2.743 7.179
H -0.816 -3.521 3.248
H 0.404 -4.061 4.427
H 0.208 -2.333 4.065
H -1.486 -1.470 6.207
H -1.866 -1.408 4.510
H -3.708 -3.283 5.231
H -5.400 -1.434 5.532
H -4.136 -0.792 4.502
H -4.177 -0.384 6.183
H -2.900 -3.535 7.382
H -3.186 -1.984 7.774
C -1.782 -2.106 -1.075
O -2.235 -0.910 -0.489
C -1.268 0.150 -0.361
C -0.077 -0.225 0.499
C -0.223 0.326 1.919
N 1.120 0.262 -0.127
H -0.923 -2.569 -0.588
H -1.631 -1.838 -2.125
H -2.563 -2.853 -0.974
H -0.942 0.443 -1.370
H -1.797 0.987 0.098
H -0.075 -1.308 0.685
H 0.696 0.526 2.450
H -0.800 -0.398 2.501
H -0.801 1.253 1.952
H 1.384 -0.154 -1.006
H 1.930 0.344 0.473
C 1.115 2.249 5.217
O 1.524 2.521 3.906
C 0.892 3.649 3.313
C 0.928 3.662 1.802
C 2.300 3.924 1.138
N 0.121 4.855 1.422
H 1.072 1.175 5.380
H 0.126 2.695 5.415
H 1.741 2.760 5.963
H -0.172 3.548 3.575
H 1.307 4.584 3.693
H 0.556 2.762 1.307
H 3.052 3.388 1.728
H 2.584 4.975 1.144
H 2.317 3.555 0.113
H 0.143 4.972 0.395
H -0.872 4.696 1.623
C -0.108 -5.525 -0.212
O 0.771 -4.868 -1.120
C 1.866 -4.249 -0.555
C 2.499 -3.262 -1.481
C 3.669 -2.546 -0.792
N 1.562 -2.212 -1.938
H -0.669 -6.253 -0.777
H -0.714 -4.772 0.335
H 0.453 -5.951 0.641
H 1.583 -3.745 0.391
H 2.691 -4.918 -0.249
H 2.992 -3.783 -2.318
H 3.327 -2.125 0.161
H 4.042 -1.698 -1.360
H 4.482 -3.250 -0.585
H 2.027 -1.723 -2.705
H 0.785 -2.691 -2.410
O 3.241 0.910 2.095
H 2.349 1.269 2.237
H 3.526 0.614 2.970
O -4.158 0.871 -1.503
H -4.476 0.384 -2.272
H -3.445 0.295 -1.115
O -3.259 4.019 -1.457
H -3.469 3.063 -1.440
H -3.887 4.389 -2.089
```

Results
DFT total energy = -2252.12847 Ha
SMILES string = COC[C@H](C)N.COC[C@H](C)N.COC[C@H](C)N.COC[C@H](C)N.COC[C@H](C)N.COC[C@H](C)N.COC[C@H](C)N.O.O.O
LUMO = 0.470 eV
spin multiplicity = 1
maximum force = 2.4 eV/Å



Formula: C28H84N7O11P
Source: the OMol25 dataset
Level of theory: wB97M-V/def2-TZVPD

XYZ file:
```
131
C28H84N7O11P, DFT wB97M-V/def2-TZVPD
P -0.144 -0.113 -0.299
O -1.524 -0.417 0.316
O 0.499 0.973 0.641
O -0.358 0.448 -1.754
O 0.660 -1.431 -0.367
C -2.294 -3.976 -3.126
C -1.245 -2.866 -3.160
C -0.769 -2.435 -4.540
O -1.869 -2.087 -5.317
C -1.578 -1.362 -6.541
N -1.836 -1.642 -2.504
H -1.882 -1.578 -1.484
H -1.054 -0.957 -2.492
H -2.679 -1.322 -2.973
H -2.494 -4.244 -2.092
H -1.925 -4.840 -3.679
H -3.165 -3.636 -3.686
H -0.334 -3.078 -2.597
H -0.212 -3.292 -4.936
H -0.052 -1.615 -4.386
H -0.828 -1.924 -7.098
H -1.157 -0.385 -6.284
H -2.583 -1.310 -6.948
C -1.415 4.637 1.389
C 0.109 4.773 1.294
C 0.797 4.702 2.619
O 0.681 3.395 3.163
C 1.659 3.164 4.171
N 0.652 3.768 0.257
H 0.485 2.740 0.466
H 0.312 3.968 -0.682
H 1.670 3.854 0.200
H -1.851 3.741 0.955
H -1.829 5.504 0.874
H -1.782 4.727 2.413
H 0.360 5.744 0.869
H 0.366 5.385 3.352
H 1.835 4.990 2.410
H 1.676 2.137 4.537
H 1.434 3.728 5.080
H 2.664 3.427 3.842
C -2.885 3.011 -3.467
C -3.009 2.865 -1.941
C -4.243 3.460 -1.317
O -4.112 3.285 0.083
C -5.097 4.060 0.768
N -2.971 1.390 -1.650
H -3.828 0.901 -1.910
H -2.111 0.901 -1.965
H -2.808 1.182 -0.650
H -2.248 2.271 -3.950
H -2.561 3.998 -3.791
H -3.888 2.884 -3.885
H -2.120 3.210 -1.412
H -5.194 3.047 -1.666
H -4.233 4.523 -1.586
H -5.244 3.688 1.783
H -6.090 3.835 0.360
H -4.920 5.133 0.715
C -3.409 -0.279 3.020
C -2.927 1.159 3.106
C -3.089 1.726 4.508
O -2.284 2.888 4.651
C -2.198 3.374 5.977
N -1.440 1.239 2.736
H -1.242 0.858 1.781
H -1.105 2.201 2.853
H -0.916 0.696 3.422
H -3.533 -0.661 2.007
H -4.297 -0.412 3.633
H -2.622 -0.957 3.372
H -3.373 1.731 2.292
H -2.891 0.997 5.302
H -4.095 2.124 4.680
H -1.572 2.725 6.597
H -3.135 3.508 6.524
H -1.718 4.350 5.930
C 4.007 0.800 -4.108
C 3.010 -0.129 -3.409
C 3.523 -1.421 -2.890
O 3.077 -2.460 -3.748
C 3.752 -3.684 -3.632
N 2.219 0.677 -2.405
H 1.323 0.189 -2.148
H 2.639 0.961 -1.517
H 1.932 1.571 -2.803
H 4.892 0.971 -3.491
H 3.651 1.722 -4.568
H 4.374 0.270 -4.991
H 2.275 -0.293 -4.202
H 3.300 -1.568 -1.825
H 4.619 -1.461 -2.895
H 4.817 -3.506 -3.822
H 3.314 -4.311 -4.411
H 3.579 -4.258 -2.715
C 4.170 0.724 2.576
C 3.790 -0.264 1.498
C 4.770 -1.395 1.393
O 4.336 -2.422 0.542
C 5.314 -3.112 -0.178
N 2.397 -0.772 1.754
H 1.706 -0.004 1.615
H 2.034 -1.412 1.016
H 2.369 -1.220 2.668
H 4.232 0.273 3.570
H 3.436 1.522 2.666
H 5.151 1.163 2.397
H 3.890 0.237 0.531
H 5.034 -1.847 2.358
H 5.713 -0.978 1.020
H 5.708 -2.646 -1.084
H 4.913 -4.066 -0.525
H 6.175 -3.463 0.402
C -2.281 -4.506 1.284
C -0.982 -4.137 1.974
C 0.222 -4.861 1.409
O 1.461 -4.429 1.912
C 2.595 -5.032 1.345
N -0.701 -2.639 1.838
H -1.426 -2.077 1.365
H -0.411 -2.141 2.675
H 0.090 -2.527 1.174
H -2.414 -5.574 1.460
H -2.233 -4.402 0.198
H -3.167 -3.955 1.596
H -1.029 -4.297 3.051
H 0.284 -4.595 0.338
H 0.149 -5.949 1.487
H 2.785 -6.087 1.548
H 3.478 -4.471 1.640
H 2.547 -4.915 0.252
```

Results
DFT total energy = -2668.27622 Ha
LUMO = -9.341 eV
spin multiplicity = 1
maximum force = 2.9 eV/Å
total charge = +4